Arrangement a

One molecule with the formula C4H9N3O, computed with the ωB97M-V functional and the def2-TZVPD basis.

Geometry as ORCA input:
```
! wB97M-V def2-TZVPD RIJCOSX def2/J DEFGRID3
* xyz 0 1
O 2.088 -0.523 -0.393
N 0.521 0.660 0.913
N 1.528 1.591 -1.074
N -1.301 1.372 -0.660
C -0.567 0.327 -0.032
C 1.176 0.517 -0.236
C -1.171 -0.774 0.526
C -0.561 -2.036 1.019
H -2.248 -0.698 0.670
H -0.989 -2.882 0.469
H 0.519 -2.024 0.916
H -1.413 2.179 -0.057
H -2.189 1.058 -1.031
H 2.925 -0.261 0.009
H 0.865 2.352 -1.059
H 1.663 1.340 -2.044
H -0.846 -2.197 2.062
*
```

Output
M: 115.14 Da
Highest occupied orbital energy: -0.2957 hartree


Arrangement b

One molecule with the formula C4H9N3O, computed with the ωB97M-V functional and the def2-TZVPD basis.

Geometry as ORCA input:
```
! wB97M-V def2-TZVPD RIJCOSX def2/J DEFGRID3
* xyz 0 1
O 0.146 -1.561 0.211
N -1.298 -1.556 0.640
N -1.905 -2.519 0.184
N 0.721 0.347 1.477
C -0.981 1.834 -0.520
C 1.844 -0.106 -0.631
C 0.534 -0.210 0.152
C -0.570 0.572 -0.686
H 2.180 0.932 -0.727
H 0.877 1.347 1.426
H -1.595 2.321 -1.273
H -0.897 0.035 -1.577
H -2.652 -2.869 0.794
H -0.129 0.182 2.007
H -0.638 2.466 0.292
H 2.630 -0.685 -0.133
H 1.733 -0.531 -1.635
*
```

Output
M: 115.14 Da
SMILES: [H]/N=N/O[C@](C)(N)C=C
Highest occupied orbital energy: -0.3477 hartree


Arrangement c

C4H9N3O as an isolated structure, computed with the ωB97M-V functional and the def2-TZVPD basis.

Geometry as ORCA input:
```
! wB97M-V def2-TZVPD RIJCOSX def2/J DEFGRID3
* xyz 0 1
O -1.952 -0.186 -1.342
N -0.080 -0.324 0.618
N 0.158 0.184 -2.179
N -1.202 -0.744 1.388
C 0.997 1.826 1.355
C 0.254 1.061 0.701
C 0.990 -1.319 0.571
C -0.851 0.285 -1.262
H -0.560 1.402 -0.447
H 0.598 -2.191 0.046
H 0.913 0.847 -2.124
H -1.595 0.038 1.911
H -2.011 -1.015 0.831
H 1.281 2.856 1.407
H 1.291 -1.602 1.580
H 1.845 -0.921 0.030
H -0.074 -0.197 -3.085
*
```

Output
M: 115.14 Da
Highest occupied orbital energy: -0.3007 hartree


Arrangement d

One molecule with the formula C4H9N3O, computed with the ωB97M-V functional and the def2-TZVPD basis.

Geometry as ORCA input:
```
! wB97M-V def2-TZVPD RIJCOSX def2/J DEFGRID3
* xyz 0 1
O 2.303 -0.598 -1.125
N 0.618 -1.369 1.978
N 0.460 -1.123 0.640
N 1.458 -0.079 -0.146
C 0.090 1.489 -1.691
C 0.249 0.519 -0.580
C -1.905 -0.085 0.825
C -0.542 -0.194 0.255
H -2.443 -1.028 0.718
H 1.769 -1.029 -1.814
H -0.220 0.998 -2.616
H 1.344 -2.059 2.126
H -2.459 0.697 0.308
H -1.868 0.159 1.888
H 1.031 2.007 -1.875
H 0.783 -0.537 2.545
H -0.668 2.231 -1.438
*
```

Output
M: 115.14 Da
SMILES: Cc1c(C)n(O)n1N
Highest occupied orbital energy: -0.2990 hartree


arrangement a is preferred energetically. Next in line: 0.182 eV higher.


Arrangement a

C7H11Cl as an isolated structure, computed with the ωB97M-V functional and the def2-TZVPD basis.

Geometry as ORCA input:
```
! wB97M-V def2-TZVPD RIJCOSX def2/J DEFGRID3
* xyz 0 1
Cl 1.113 -0.075 2.952
C -0.277 0.218 0.677
C -1.399 -0.043 1.520
C 0.199 -0.928 -1.596
C -0.365 -0.032 -0.782
C 0.962 0.362 1.186
C -1.342 0.920 -1.620
C 2.434 0.054 0.456
H -0.929 -0.498 2.580
H -1.100 2.101 -1.978
H -1.903 0.899 1.971
H 3.368 0.290 1.404
H 0.466 -1.896 -1.235
H 2.478 -1.316 0.196
H -1.658 0.204 -2.682
H -2.084 -0.741 0.981
H -2.183 0.962 -0.803
H 2.205 0.777 -0.577
H 0.015 -1.258 -2.650
*
```

Output
M: 130.62 Da
Highest occupied orbital energy: -0.3270 hartree


Arrangement b

One molecule with the formula C7H11Cl, computed with the ωB97M-V functional and the def2-TZVPD basis.

Geometry as ORCA input:
```
! wB97M-V def2-TZVPD RIJCOSX def2/J DEFGRID3
* xyz 0 1
Cl -0.660 3.409 -0.109
C 1.417 0.398 -2.200
C -0.080 -0.119 0.816
C -1.485 -2.121 1.177
C 0.335 0.826 0.010
C 0.333 0.794 -1.487
C 0.516 2.200 0.534
C -0.280 -1.524 0.455
H -2.360 -1.539 1.007
H -1.330 -2.154 2.306
H -1.621 -3.149 0.911
H 1.466 0.425 -3.282
H -0.266 0.165 1.809
H -0.509 1.261 -1.987
H 1.500 2.565 0.235
H 2.273 0.000 -1.710
H -0.426 -1.614 -0.632
H 0.517 2.266 1.607
H 0.658 -2.088 0.540
*
```

Output
M: 130.62 Da
SMILES: C=C/C(=C\CC)CCl
Highest occupied orbital energy: -0.3501 hartree


arrangement b is preferred energetically. Next in line: 5.714 eV higher.


Arrangement a

One molecule with the formula C4H3NO4, computed with the ωB97M-V functional and the def2-TZVPD basis.

Geometry as ORCA input:
```
! wB97M-V def2-TZVPD RIJCOSX def2/J DEFGRID3
* xyz 0 1
O -0.745 -2.443 -1.636
O -0.881 -2.450 0.529
O -0.906 -0.018 1.017
O -0.308 0.234 -1.333
N -0.874 -1.901 -0.554
C -1.172 -0.508 -0.579
C 0.630 0.994 -0.880
C 0.953 1.237 0.467
C 0.124 0.696 1.434
H 1.793 1.863 0.702
H 0.205 0.809 2.504
H 1.179 1.487 -1.672
*
```

Output
M: 129.07 Da
Highest occupied orbital energy (spin up / spin down): -0.3178 / -0.3178 hartree


Arrangement b

One molecule with the formula C4H3NO4, computed with the ωB97M-V functional and the def2-TZVPD basis.

Geometry as ORCA input:
```
! wB97M-V def2-TZVPD RIJCOSX def2/J DEFGRID3
* xyz 0 1
O -1.348 -1.091 -0.409
O -1.581 1.108 -0.007
O 2.888 -0.080 -0.220
O 0.968 -1.056 0.182
N -0.316 -0.680 0.460
C 1.729 0.058 -0.031
C -0.357 0.763 0.241
C -2.315 -0.129 -0.091
C 0.867 1.269 -0.003
H -2.849 -0.345 0.873
H 1.173 2.237 -0.311
H -3.090 0.064 -0.855
*
```

Output
M: 129.07 Da
SMILES: O=c1cc2n(o1)OCO2
Highest occupied orbital energy: -0.3571 hartree


arrangement b is preferred energetically. Next in line: 3.184 eV higher.


Arrangement a

A 5-piece molecular cluster, CH12NO4 overall, computed with the ωB97M-V functional and the def2-TZVPD basis.

Geometry as ORCA input:
```
! wB97M-V def2-TZVPD RIJCOSX def2/J DEFGRID3
* xyz 1 1
O -1.120 1.309 -0.530
O -0.260 -3.871 -1.130
O 0.495 3.530 -1.572
O 0.384 -1.213 -0.509
N 0.552 -0.618 2.011
C 0.097 0.557 2.171
H 0.602 4.371 -1.116
H 0.677 3.719 -2.498
H -0.755 2.144 -0.868
H -2.071 1.439 -0.641
H 0.604 -4.215 -1.397
H -0.079 -0.625 -1.119
H -0.572 -4.570 -0.541
H -0.075 -2.070 -0.571
H 0.086 0.997 3.126
H 0.811 -0.930 1.025
H 1.043 -1.036 2.792
H -0.418 1.083 1.367
*
```

Output
M: 102.11 Da
Highest occupied orbital energy: -0.5541 hartree


Arrangement b

A 5-piece molecular cluster, CH12NO4 overall, computed with the ωB97M-V functional and the def2-TZVPD basis.

Geometry as ORCA input:
```
! wB97M-V def2-TZVPD RIJCOSX def2/J DEFGRID3
* xyz 1 1
O 0.159 -1.829 -1.419
O 2.059 0.437 -0.918
O -3.784 3.307 -0.321
O -0.989 0.803 0.045
N 1.982 -2.064 0.797
C 1.650 -1.399 1.824
H -1.365 1.397 0.708
H 1.595 -0.316 1.829
H -4.436 3.684 0.283
H -4.369 3.049 -1.050
H 1.426 1.087 -0.601
H -0.443 -1.993 -2.167
H 1.662 -2.043 -0.181
H 2.176 -3.055 0.969
H 0.031 -0.889 -1.211
H 2.891 0.900 -0.925
H -1.813 0.791 -0.464
H 1.569 -1.865 2.802
*
```

Output
M: 102.11 Da
Highest occupied orbital energy: -0.5218 hartree


arrangement a is preferred energetically. Next in line: 1.035 eV higher.


Arrangement a

A 2-piece molecular cluster, C2H7OS overall, computed with the ωB97M-V functional and the def2-TZVPD basis.

Geometry as ORCA input:
```
! wB97M-V def2-TZVPD RIJCOSX def2/J DEFGRID3
* xyz -1 1
S 0.674 0.161 -0.674
O 0.182 2.428 1.163
C -0.729 0.072 -1.658
C 0.458 -1.245 0.565
H -0.795 -0.610 -2.489
H -0.375 -1.929 0.392
H -0.422 1.986 0.560
H 0.489 -0.985 1.631
H 0.882 1.773 1.229
H 1.284 -1.970 0.424
H -1.649 0.318 -1.142
*
```

Output
M: 79.14 Da
Highest occupied orbital energy: -0.0586 hartree


Arrangement b

A 2-piece molecular cluster, C2H7OS overall, computed with the ωB97M-V functional and the def2-TZVPD basis.

Geometry as ORCA input:
```
! wB97M-V def2-TZVPD RIJCOSX def2/J DEFGRID3
* xyz -1 1
S -0.201 0.697 -0.624
O -0.353 -2.173 1.466
C 1.466 1.783 -0.108
C -1.303 -0.614 -0.566
H -2.332 -0.284 -0.546
H -0.667 -2.449 0.606
H -0.204 -1.249 1.081
H 1.193 2.792 -0.457
H -1.042 -1.509 -1.102
H 1.193 1.783 0.953
H 2.250 1.224 -0.703
*
```

Output
M: 79.14 Da
Highest occupied orbital energy: -0.0435 hartree


Arrangement c

A 2-piece molecular cluster, C2H7OS overall, computed with the ωB97M-V functional and the def2-TZVPD basis.

Geometry as ORCA input:
```
! wB97M-V def2-TZVPD RIJCOSX def2/J DEFGRID3
* xyz -1 1
S 0.769 -0.177 2.866
O -1.213 -0.110 -1.036
C -0.316 -0.406 -1.966
C -0.014 0.718 1.496
H 1.249 -1.202 2.136
H -1.058 0.452 1.411
H -0.458 0.119 -2.959
H 0.453 0.441 0.556
H 0.790 -0.129 -1.792
H -0.257 -1.515 -2.186
H 0.055 1.808 1.474
*
```

Output
M: 79.14 Da
Highest occupied orbital energy: -0.0811 hartree


arrangement c is preferred energetically. Next in line: 0.260 eV higher.


Arrangement a

An isolated ion of composition C4H9N2O2 and charge +1, computed with the ωB97M-V functional and the def2-TZVPD basis.

Geometry as ORCA input:
```
! wB97M-V def2-TZVPD RIJCOSX def2/J DEFGRID3
* xyz 1 1
O 0.790 2.591 0.366
O -2.615 0.993 -0.577
N -1.119 -0.773 -0.164
N 1.068 0.173 0.084
C -1.848 0.428 0.490
C 0.817 1.409 0.326
C 0.178 -0.947 0.379
C 2.378 -0.205 -0.423
H -2.895 1.850 -0.263
H 2.193 -0.241 -1.484
H -2.445 0.002 1.219
H 0.094 -0.777 1.447
H 2.579 -1.071 0.114
H 3.038 0.597 -0.134
H -1.699 -1.605 -0.166
H -1.228 -0.567 -1.096
H 0.713 -1.856 -0.117
*
```

Output
M: 117.13 Da
Highest occupied orbital energy: -0.4254 hartree


Arrangement b

An isolated ion of composition C4H9N2O2 and charge +1, computed with the ωB97M-V functional and the def2-TZVPD basis.

Geometry as ORCA input:
```
! wB97M-V def2-TZVPD RIJCOSX def2/J DEFGRID3
* xyz 1 1
O 0.238 2.858 0.152
O 0.507 0.534 -2.397
N -0.545 -0.031 -0.479
N 0.224 0.798 -1.239
C 0.469 -0.729 1.686
C -0.663 0.162 0.947
C -0.663 -1.298 -1.031
C 0.787 2.435 -0.735
H -1.220 -2.027 -0.372
H -0.606 1.136 1.392
H -1.625 -0.316 1.200
H 1.643 2.436 -1.418
H 0.640 -0.473 2.722
H -1.037 -1.238 -2.048
H 0.052 -1.764 1.636
H 1.396 -0.842 1.097
H 0.401 -1.642 -1.113
*
```

Output
M: 117.13 Da
SMILES: CCN(C)[N+](=O)C=O
Highest occupied orbital energy (spin up / spin down): -0.5494 / -0.5494 hartree


arrangement b is preferred energetically. Next in line: 0.382 eV higher.